## one
{
  "formula": "C35H33FHfN9O3",
  "method": "the ωB97M-V functional and the def2-TZVPD basis",
  "orbital_gap_ev": 6.72,
  "multiplicity": 1,
  "charge": 3,
  "homo_energy_ev": -15.06,
  "symbols": ["Hf", "C", "C", "N", "C", "C", "N", "C", "C", "C", "C", "C", "N", "C", "C", "N", "C", "C", "N", "C", "C", "C", "N", "C", "C", "H", "H", "H", "H", "H", "H", "H", "H", "H", "H", "H", "H", "C", "C", "N", "C", "C", "C", "O", "O", "C", "O", "C", "C", "C", "F", "C", "C", "C", "N", "C", "C", "N", "C", "C", "H", "H", "H", "H", "H", "H", "H", "H", "H", "H", "H", "H", "H", "H", "H", "H", "H", "H", "C", "H", "H", "H"],
  "positions_angstrom": [[0.750, -2.244, 0.744], [1.682, -6.671, 0.776], [1.724, -5.342, 0.365], [1.624, -4.347, 1.246], [1.504, -4.676, 2.550], [1.413, -6.010, 2.930], [1.499, -6.993, 2.046], [1.432, -3.553, 3.498], [1.658, -3.690, 4.854], [1.607, -2.566, 5.682], [1.288, -1.340, 5.084], [1.117, -1.269, 3.718], [1.196, -2.357, 2.929], [1.008, 0.005, 2.993], [0.724, 1.236, 3.584], [0.879, 2.370, 2.922], [1.321, 2.306, 1.673], [1.495, 1.086, 1.036], [1.317, -0.059, 1.686], [1.929, -2.656, 7.114], [1.657, -3.801, 7.860], [2.036, -3.832, 9.195], [2.652, -2.820, 9.791], [2.917, -1.728, 9.089], [2.575, -1.595, 7.751], [1.771, -7.483, 0.065], [1.828, -5.071, -0.676], [1.255, -6.297, 3.962], [1.915, -4.653, 5.269], [1.203, -0.452, 5.693], [0.357, 1.310, 4.601], [1.526, 3.243, 1.172], [1.792, 1.020, -0.003], [1.123, -4.640, 7.433], [1.839, -4.704, 9.808], [3.426, -0.927, 9.612], [2.850, -0.696, 7.215], [2.068, 2.443, -5.237], [1.206, 1.192, -5.369], [0.722, 0.707, -4.063], [1.419, -0.265, -3.455], [1.074, -0.762, -2.235], [1.655, -1.846, -1.388], [0.971, -2.910, -1.283], [2.464, -1.556, -0.466], [-0.042, -0.245, -1.518], [-0.344, -0.692, -0.354], [-0.769, 0.807, -2.164], [-1.891, 1.375, -1.540], [-2.608, 2.347, -2.164], [-3.715, 2.809, -1.569], [-2.255, 2.838, -3.445], [-1.133, 2.283, -4.047], [-0.384, 1.263, -3.445], [-2.990, 3.824, -4.102], [-3.828, 4.779, -3.386], [-3.837, 6.110, -4.132], [-4.311, 5.903, -5.538], [-3.440, 4.914, -6.250], [-3.454, 3.608, -5.466], [2.400, 2.751, -6.228], [2.953, 2.241, -4.634], [1.518, 3.267, -4.782], [1.784, 0.391, -5.824], [0.350, 1.367, -6.016], [2.275, -0.651, -3.992], [-2.208, 0.997, -0.577], [-0.838, 2.678, -5.008], [-3.429, 4.968, -2.395], [-4.856, 4.411, -3.270], [-2.834, 6.528, -4.182], [-4.495, 6.820, -3.633], [-4.334, 6.791, -6.042], [-5.272, 5.548, -5.518], [-2.436, 5.331, -6.289], [-3.810, 4.766, -7.263], [-2.836, 2.872, -5.972], [-4.481, 3.211, -5.453], [-1.198, -3.194, 1.073], [-1.254, -3.824, 1.968], [-1.459, -3.838, 0.225], [-2.007, -2.459, 1.159]],
  "lowdin_charge": [1.760, -0.043, -0.045, 0.016, -0.183, -0.019, 0.143, -0.171, 0.092, -0.086, 0.087, -0.167, 0.018, -0.163, -0.024, 0.132, -0.058, -0.063, 0.042, -0.175, 0.002, -0.099, 0.096, -0.102, 0.001, 0.133, 0.120, 0.134, 0.130, 0.127, 0.135, 0.126, 0.121, 0.117, 0.123, 0.122, 0.114, -0.045, -0.163, -0.008, 0.067, -0.024, -0.569, -0.043, -0.004, -0.268, -0.121, -0.045, 0.103, -0.178, 0.101, -0.121, 0.072, -0.096, -0.080, -0.126, -0.074, 0.070, -0.077, -0.116, 0.094, 0.088, 0.075, 0.131, 0.120, 0.166, 0.149, 0.114, 0.142, 0.143, 0.146, 0.148, 0.195, 0.191, 0.145, 0.148, 0.134, 0.147, -0.253, 0.005, 0.016, 0.008]
}



## two
{
  "formula": "C35H33FHfN9O3",
  "method": "the ωB97M-V functional and the def2-TZVPD basis",
  "orbital_gap_ev": 6.84,
  "multiplicity": 1,
  "charge": 3,
  "homo_energy_ev": -15.12,
  "symbols": ["Hf", "C", "C", "N", "C", "C", "N", "C", "C", "C", "C", "C", "N", "C", "C", "N", "C", "C", "N", "C", "C", "C", "N", "C", "C", "H", "H", "H", "H", "H", "H", "H", "H", "H", "H", "H", "H", "C", "C", "N", "C", "C", "C", "O", "O", "C", "O", "C", "C", "C", "F", "C", "C", "C", "N", "C", "C", "N", "C", "C", "H", "H", "H", "H", "H", "H", "H", "H", "H", "H", "H", "H", "H", "H", "H", "H", "H", "H", "C", "H", "H", "H"],
  "positions_angstrom": [[1.365, -1.396, 0.245], [0.940, 0.978, 4.169], [0.887, 0.626, 2.830], [1.710, -0.295, 2.321], [2.616, -0.848, 3.153], [2.627, -0.498, 4.502], [1.794, 0.399, 5.001], [3.542, -1.817, 2.549], [4.630, -2.334, 3.218], [5.451, -3.296, 2.614], [5.124, -3.645, 1.299], [4.057, -3.044, 0.662], [3.256, -2.153, 1.276], [3.674, -3.391, -0.716], [4.553, -3.934, -1.642], [4.134, -4.362, -2.825], [2.845, -4.265, -3.096], [1.963, -3.649, -2.212], [2.381, -3.187, -1.038], [6.589, -3.901, 3.324], [6.775, -3.715, 4.695], [7.875, -4.289, 5.315], [8.765, -5.021, 4.660], [8.594, -5.220, 3.361], [7.531, -4.682, 2.651], [0.279, 1.726, 4.587], [0.187, 1.080, 2.147], [3.313, -0.956, 5.202], [4.853, -1.972, 4.209], [5.680, -4.403, 0.770], [5.613, -4.021, -1.438], [2.500, -4.663, -4.042], [0.916, -3.550, -2.452], [6.077, -3.156, 5.304], [8.047, -4.156, 6.376], [9.341, -5.832, 2.870], [7.473, -4.870, 1.588], [-2.609, 2.639, -5.205], [-2.955, 1.353, -4.465], [-2.190, 1.197, -3.212], [-1.021, 0.561, -3.261], [-0.257, 0.278, -2.157], [1.033, -0.459, -2.307], [1.241, -1.159, -3.269], [1.888, -0.315, -1.306], [-0.757, 0.570, -0.864], [-0.204, 0.130, 0.208], [-1.953, 1.370, -0.821], [-2.447, 1.865, 0.392], [-3.564, 2.642, 0.437], [-3.974, 3.054, 1.647], [-4.295, 2.991, -0.727], [-3.793, 2.497, -1.929], [-2.654, 1.689, -2.002], [-5.433, 3.785, -0.705], [-5.873, 4.495, 0.505], [-7.004, 5.469, 0.159], [-6.787, 5.998, -1.222], [-6.976, 4.910, -2.241], [-6.530, 3.572, -1.638], [-3.201, 2.704, -6.117], [-1.556, 2.653, -5.485], [-2.814, 3.522, -4.598], [-2.734, 0.492, -5.092], [-4.013, 1.303, -4.222], [-0.672, 0.243, -4.236], [-1.941, 1.618, 1.314], [-4.285, 2.787, -2.845], [-5.033, 5.050, 0.917], [-6.243, 3.819, 1.280], [-7.016, 6.291, 0.871], [-7.982, 4.992, 0.175], [-5.836, 6.364, -1.287], [-7.417, 6.777, -1.417], [-6.402, 5.169, -3.128], [-8.030, 4.864, -2.511], [-6.249, 2.901, -2.443], [-7.367, 3.095, -1.118], [-0.273, -2.814, 0.566], [-1.007, -2.403, 1.270], [0.064, -3.768, 0.988], [-0.840, -3.075, -0.337]],
  "lowdin_charge": [1.744, -0.052, -0.057, 0.031, -0.160, -0.018, 0.141, -0.175, 0.084, -0.073, 0.086, -0.169, 0.032, -0.177, -0.024, 0.141, -0.045, -0.070, 0.035, -0.160, 0.005, -0.098, 0.099, -0.097, 0.008, 0.130, 0.094, 0.132, 0.112, 0.120, 0.135, 0.134, 0.123, 0.107, 0.123, 0.123, 0.109, -0.045, -0.161, -0.002, 0.070, -0.023, -0.552, 0.123, -0.146, -0.240, -0.160, -0.043, 0.097, -0.173, 0.089, -0.113, 0.069, -0.099, -0.071, -0.111, -0.073, 0.075, -0.062, -0.114, 0.094, 0.089, 0.075, 0.134, 0.120, 0.168, 0.133, 0.103, 0.137, 0.142, 0.149, 0.144, 0.190, 0.195, 0.140, 0.146, 0.125, 0.144, -0.266, 0.007, 0.011, 0.008]
}



Stability ranking, top and bottom: two is the most stable and one is the least stable.